Entry 1:
ORCA calculation (ωB97M-V/def2-TZVPD) on an isolated ion of composition C6H11O7 and charge +1 at a distorted geometry.

Structure (XYZ):
```
24
Properties=species:S:1:pos:R:3:nbo_charge:R:1
C 1.763 -0.170 0.550 -0.06
C -0.530 -1.080 -0.206 0.03
O 2.759 1.769 -0.324 -0.52
C -1.116 0.393 -0.245 0.03
H 1.169 -0.170 1.468 0.27
H -2.714 0.615 1.368 0.20
C 0.951 -1.059 -0.522 0.09
H -0.970 0.690 -1.283 0.24
O 3.069 -0.595 0.714 -0.67
H 3.124 -1.521 1.057 0.51
H 2.584 2.696 -0.499 0.53
O 1.086 -0.571 -1.826 -0.72
O -0.782 -1.447 1.121 -0.70
H 0.547 -1.090 -2.442 0.50
H 1.471 -2.013 -0.476 0.20
O -3.242 1.470 -0.350 -0.70
C -2.626 0.440 0.256 -0.06
O -0.388 1.179 0.808 -0.21
O 0.627 1.868 0.236 -0.16
H -3.104 -0.578 0.081 0.18
H -0.939 -1.775 -0.959 0.20
H -0.908 -2.350 1.088 0.48
C 1.704 1.189 0.105 0.86
H -3.537 2.109 0.280 0.49
```

The energy is -761.481568 a.u. The LUMO energy comes out at -4.183 eV. The molar mass comes out at 195.15 g mol⁻¹. Its charge is +1.

Entry 2:
ORCA calculation (ωB97M-V/def2-TZVPD) on one molecule with the formula C6H11P at a distorted geometry.

Structure (XYZ):
```
18
Properties=species:S:1:pos:R:3:nbo_charge:R:1
H -2.618 0.982 0.660 0.20
H -0.625 -0.607 2.110 0.22
C -0.684 0.306 1.586 -0.49
H -1.603 -0.050 -1.757 0.23
C 0.370 0.332 -0.606 -0.35
H -1.180 1.629 -0.977 0.21
H 1.550 0.382 1.376 0.20
C -1.776 0.170 0.485 -0.42
H 2.622 -0.280 -1.951 -0.04
C -1.091 0.479 -0.813 -0.41
H 0.880 1.042 -1.398 0.22
C 0.924 -1.117 -0.731 -0.45
H 0.284 -2.025 -0.400 0.21
H -0.990 1.018 2.290 0.23
H 3.263 -0.781 -0.151 -0.03
C 0.602 0.614 0.890 -0.06
P 2.597 -1.445 -1.171 0.32
H -2.525 -0.649 0.558 0.22
```

The energy is -576.390370 a.u. The LUMO energy (spin up / spin down) comes out at 0.342 / -0.086 eV. The molar mass comes out at 114.13 g mol⁻¹. Its charge is 0.

Entry 3:
ORCA calculation (ωB97M-V/def2-TZVPD) on one molecule with the formula C6H12 at a distorted geometry.

Structure (XYZ):
```
18
Properties=species:S:1:pos:R:3:nbo_charge:R:1
C 2.288 -0.441 0.245 -0.60
H 2.082 -0.525 1.318 0.20
H 1.222 0.047 -1.567 0.20
H -2.143 -0.016 1.403 0.20
H 0.628 2.125 -0.443 0.20
C 0.276 1.161 0.021 -0.40
H 3.063 0.318 0.105 0.21
C -1.133 0.236 -0.479 -0.23
H 2.670 -1.402 -0.111 0.21
H 0.181 1.303 1.086 0.20
H -0.246 -1.850 -0.989 0.20
H -3.037 -0.772 0.101 0.22
H -0.941 1.051 -1.139 0.26
C -0.190 -0.958 -0.352 -0.41
C 1.030 -0.064 -0.489 -0.22
H -0.258 -1.307 0.697 0.19
H -3.074 0.981 0.249 0.21
C -2.417 0.114 0.346 -0.63
```

The energy is -235.714495 a.u. The LUMO energy comes out at 1.212 eV. Its SMILES is C[C@H]1C[C@@H](C)C1. The molar mass comes out at 84.16 g mol⁻¹. Its charge is 0.

Entry 4:
ORCA calculation (ωB97M-V/def2-TZVPD) on one molecule with the formula C6H12 at a distorted geometry.

Structure (XYZ):
```
18
Properties=species:S:1:pos:R:3:nbo_charge:R:1
H 1.644 -1.847 0.570 0.20
C -1.547 0.452 1.079 -0.39
C 1.077 -1.486 -0.296 -0.62
H 1.282 -2.137 -1.154 0.21
H 0.018 -1.592 -0.051 0.22
H 1.427 1.896 0.372 0.22
H -1.305 -0.894 -1.240 0.19
C -1.977 -0.407 -0.499 -0.50
C 0.910 0.927 0.456 -0.45
H 1.162 0.548 1.460 0.20
H -2.495 0.941 1.281 0.23
H -2.552 0.305 -1.100 0.16
C -0.586 1.137 0.315 -0.12
H -1.178 -0.139 1.932 0.22
H 1.039 0.273 -1.580 0.20
H 2.536 0.062 -0.676 0.20
H -0.900 1.997 -0.263 0.21
C 1.447 -0.036 -0.607 -0.38
```

The energy is -235.659737 a.u. The LUMO energy comes out at 0.853 eV. The molar mass comes out at 84.16 g mol⁻¹. Its charge is 0.

Entry 5:
ORCA calculation (ωB97M-V/def2-TZVPD) on one molecule with the formula C6H12 at a distorted geometry.

Structure (XYZ):
```
18
Properties=species:S:1:pos:R:3:nbo_charge:R:1
C -1.198 -0.320 2.855 -0.64
H 2.304 0.403 -0.750 0.21
C -0.553 -0.164 0.502 -0.16
H -0.247 1.422 -1.579 0.19
C 1.842 0.716 -1.715 -0.62
H 2.013 1.756 -1.701 0.21
H -2.313 -0.234 2.963 0.21
C 0.296 0.478 -1.819 -0.40
H 0.222 -1.444 -1.038 0.20
H -1.412 -0.800 -1.342 0.22
H -0.316 -1.934 1.477 0.20
C -0.722 -0.953 1.548 -0.20
C -0.356 -0.556 -0.983 -0.44
H 2.464 0.312 -2.576 0.21
H -0.559 0.866 0.535 0.17
H -0.725 0.695 2.757 0.21
H 0.175 0.386 -2.920 0.21
H -0.914 -0.629 3.783 0.21
```

The energy is -235.742257 a.u. The LUMO energy comes out at 1.196 eV. Its SMILES is C/C=C/CCC. The molar mass comes out at 84.16 g mol⁻¹. Its charge is 0.

Entry 6:
ORCA calculation (ωB97M-V/def2-TZVPD) on one molecule with the formula C6H12.

Structure (XYZ):
```
18
Properties=species:S:1:pos:R:3:nbo_charge:R:1
H -1.547 1.028 1.579 0.21
H -0.797 -1.769 0.557 0.20
C 1.269 -1.001 -0.950 -0.61
H -2.422 -1.071 0.588 0.20
H 0.037 0.325 1.785 0.20
H 0.360 0.522 -2.225 0.21
H 0.667 -1.834 -1.330 0.21
C 0.950 1.543 -0.382 -0.42
H 1.081 2.496 -0.886 0.21
C -0.830 0.339 1.114 -0.40
H -1.580 -1.428 2.104 0.21
C 0.578 0.324 -1.176 -0.22
H 1.465 -1.185 0.112 0.21
C -1.444 -1.060 1.081 -0.60
H -1.230 1.474 -0.726 0.21
C -0.424 0.939 -0.225 -0.22
H 2.232 -1.024 -1.473 0.21
H 1.634 1.383 0.451 0.20
```

The energy is -235.778825 a.u. The LUMO energy comes out at 1.233 eV. Its SMILES is CC[C@H]1C[C@H]1C. The molar mass comes out at 84.16 g mol⁻¹. Its charge is 0.